Record 1
The following is a DFT calculation (ωB97M-V/def2-TZVPD) of 4 unconnected molecules or ions with the total composition C40H67ClN3O9P3 in a non-equilibrium geometry.

Positions of all 123 atoms, in Å:
1 C -0.943 2.182 -2.326
2 C -1.294 1.185 -1.224
3 C -1.806 1.710 -0.056
4 C -2.144 0.916 1.016
5 C -1.942 -0.446 0.913
6 C -1.452 -0.970 -0.257
7 C -1.124 -0.183 -1.349
8 C -0.595 -0.773 -2.660
9 C -0.279 -2.251 -2.505
10 C 0.993 -2.698 -2.182
11 C 2.177 -1.759 -1.988
12 C 3.337 -2.094 -2.970
13 C 3.019 -1.740 -4.403
14 O 3.488 -0.785 -4.986
15 O 2.170 -2.582 -5.087
16 C 1.195 -4.060 -2.059
17 C 0.214 -5.007 -2.241
18 P 0.626 -6.783 -2.095
19 O 0.401 -7.459 -3.364
20 O 2.189 -6.836 -1.653
21 O -0.202 -7.438 -0.873
22 C -1.063 -4.556 -2.569
23 C -1.292 -3.196 -2.703
24 C -2.704 -2.785 -3.104
25 O -3.275 -1.806 -2.679
26 C -3.380 -3.740 -4.075
27 P -4.462 -3.005 -5.389
28 C -3.804 -3.639 -6.991
29 O -4.072 -1.401 -5.458
30 C -3.169 -5.049 -3.927
31 P -3.932 -6.360 -4.992
32 O -3.995 -7.717 -4.095
33 Cl -2.369 -6.758 -6.341
34 C -2.231 -5.500 -2.823
35 O -2.396 -6.506 -2.168
36 H -0.112 1.805 -2.929
37 H -0.595 3.092 -1.820
38 H -1.812 2.470 -2.926
39 H -1.952 2.785 0.043
40 H -2.556 1.380 1.908
41 H -2.180 -1.065 1.773
42 H -1.338 -2.053 -0.267
43 H -1.384 -0.659 -3.411
44 H 0.270 -0.212 -3.027
45 H 2.561 -1.954 -0.978
46 H 1.891 -0.710 -2.070
47 H 4.197 -1.493 -2.662
48 H 3.604 -3.148 -2.847
49 H 2.535 -2.726 -5.969
50 H 2.209 -4.387 -1.834
51 H 2.207 -6.431 -0.770
52 H -0.584 -6.691 -0.387
53 H -2.728 -3.840 -6.880
54 H -3.907 -2.908 -7.797
55 H -4.255 -4.600 -7.250
56 H -4.628 -0.886 -4.865
57 H -3.132 -8.160 -4.059
58 C -4.681 3.385 -1.646
59 C -4.156 4.789 -1.392
60 N -4.196 5.650 -2.561
61 C -3.468 6.895 -2.377
62 C -3.985 7.886 -1.327
63 C -5.490 5.770 -3.212
64 C -6.665 6.304 -2.382
65 H -4.133 2.900 -2.455
66 H -4.557 2.780 -0.747
67 H -5.744 3.381 -1.892
68 H -3.112 4.698 -1.073
69 H -4.703 5.223 -0.541
70 H -3.402 7.409 -3.340
71 H -2.434 6.641 -2.122
72 H -4.867 8.423 -1.672
73 H -3.219 8.637 -1.126
74 H -4.221 7.402 -0.378
75 H -5.768 4.787 -3.601
76 H -5.378 6.390 -4.106
77 H -6.695 5.875 -1.379
78 H -7.607 6.046 -2.872
79 H -6.642 7.389 -2.294
80 C 1.424 2.141 1.242
81 C 1.074 3.144 2.328
82 N 1.080 2.580 3.667
83 C 0.508 3.470 4.664
84 C 1.231 4.790 4.954
85 C 2.304 1.903 4.058
86 C 3.607 2.712 4.047
87 H 0.746 1.286 1.265
88 H 1.334 2.615 0.262
89 H 2.450 1.778 1.330
90 H 0.067 3.518 2.120
91 H 1.749 4.010 2.242
92 H 0.395 2.920 5.603
93 H -0.515 3.706 4.350
94 H 2.123 4.643 5.561
95 H 0.571 5.451 5.521
96 H 1.513 5.320 4.043
97 H 2.438 1.034 3.406
98 H 2.168 1.471 5.054
99 H 3.701 3.347 3.165
100 H 4.462 2.031 4.046
101 H 3.702 3.336 4.935
102 C 5.228 -1.238 3.349
103 C 5.743 -2.138 4.463
104 N 5.721 -1.515 5.774
105 C 6.439 -2.279 6.781
106 C 5.898 -3.662 7.160
107 C 4.438 -0.975 6.192
108 C 3.248 -1.940 6.273
109 H 5.793 -0.306 3.304
110 H 5.337 -1.745 2.389
111 H 4.169 -0.999 3.469
112 H 6.779 -2.395 4.226
113 H 5.177 -3.082 4.445
114 H 6.520 -1.674 7.689
115 H 7.469 -2.402 6.432
116 H 5.020 -3.596 7.801
117 H 6.657 -4.208 7.725
118 H 5.648 -4.266 6.287
119 H 4.171 -0.163 5.509
120 H 4.556 -0.480 7.160
121 H 3.206 -2.623 5.423
122 H 2.315 -1.372 6.279
123 H 3.264 -2.528 7.189

Results
**Orbital gap**: 6.9678 eV
**Net charge**: 0
**Spin multiplicity**: 1
**SMILES**: Cc1ccccc1Cc1c(CCC(=O)O)cc(P(=O)(O)O)c2c1C(=O)C(P(C)O)=C(P(O)Cl)C2=O.CCN(CC)CC.CCN(CC)CC.CCN(CC)CC
**E**: -3890.16033 hartree


Record 2
The following is a DFT calculation (ωB97M-V/def2-TZVPD) of a molecular structure, C40H67CrO6SeSi.

Positions of all 116 atoms, in Å:
1 Cr -0.277 -0.985 -0.935
2 C 5.497 4.184 -2.397
3 C 5.432 2.663 -2.250
4 C 6.127 2.029 -3.463
5 C 6.200 2.278 -0.978
6 C 3.994 2.154 -2.165
7 C 3.743 0.817 -1.894
8 C 2.446 0.343 -1.817
9 Se 2.129 -1.513 -1.434
10 C 2.418 -1.615 0.465
11 C 3.697 -1.484 0.963
12 C 3.929 -1.531 2.333
13 C 2.812 -1.724 3.136
14 C 1.504 -1.869 2.673
15 C 1.274 -1.843 1.274
16 O 0.090 -2.011 0.732
17 C 0.411 -2.013 3.745
18 C -1.013 -2.140 3.202
19 C 0.439 -0.771 4.651
20 C 0.689 -3.263 4.595
21 C 5.350 -1.386 2.875
22 C 5.386 -1.386 4.403
23 C 5.959 -0.066 2.383
24 C 6.211 -2.552 2.372
25 C 1.311 1.156 -2.043
26 O 0.092 0.688 -1.957
27 C 1.563 2.521 -2.344
28 C 2.879 2.966 -2.383
29 C 0.387 3.481 -2.545
30 C -0.429 3.543 -1.245
31 C -0.511 3.011 -3.699
32 C 0.848 4.903 -2.877
33 H 6.541 4.506 -2.397
34 H 5.045 4.519 -3.333
35 H 4.987 4.687 -1.573
36 H 7.163 2.371 -3.538
37 H 6.132 0.941 -3.384
38 H 5.606 2.295 -4.384
39 H 7.219 2.674 -1.013
40 H 5.704 2.675 -0.091
41 H 6.269 1.195 -0.863
42 H 4.560 0.121 -1.736
43 H 4.515 -1.338 0.266
44 H 2.957 -1.753 4.208
45 H -1.298 -1.283 2.594
46 H -1.136 -3.027 2.585
47 H -1.700 -2.208 4.053
48 H 0.253 0.130 4.063
49 H -0.340 -0.847 5.415
50 H 1.398 -0.650 5.157
51 H 0.677 -4.157 3.969
52 H 1.656 -3.216 5.098
53 H -0.084 -3.372 5.361
54 H 4.790 -0.571 4.818
55 H 5.013 -2.326 4.815
56 H 6.416 -1.257 4.744
57 H 5.345 0.781 2.696
58 H 6.966 0.066 2.789
59 H 6.031 -0.038 1.296
60 H 5.800 -3.505 2.711
61 H 6.245 -2.573 1.282
62 H 7.236 -2.464 2.743
63 H 3.048 4.009 -2.604
64 H -0.827 2.562 -0.990
65 H 0.201 3.889 -0.421
66 H -1.265 4.240 -1.355
67 H -0.875 2.001 -3.534
68 H -1.369 3.684 -3.794
69 H 0.043 3.035 -4.642
70 H 1.415 5.355 -2.060
71 H 1.461 4.930 -3.781
72 H -0.033 5.525 -3.051
73 C -5.906 -2.350 -3.333
74 C -5.687 -0.890 -2.942
75 C -5.726 -0.005 -4.183
76 C -6.756 -0.446 -1.945
77 O -4.389 -0.742 -2.397
78 Si -3.791 -1.052 -0.890
79 O -2.222 -1.097 -0.933
80 O -4.564 -2.435 -0.426
81 C -4.330 -3.298 0.681
82 C -5.494 -4.281 0.687
83 C -3.009 -4.035 0.484
84 C -4.312 -2.497 1.979
85 O -4.374 0.095 0.158
86 C -3.828 1.391 0.375
87 C -4.941 2.212 1.016
88 C -2.639 1.275 1.325
89 C -3.394 2.031 -0.942
90 H -6.871 -2.470 -3.830
91 H -5.874 -2.986 -2.448
92 H -5.116 -2.670 -4.015
93 H -6.702 -0.057 -4.671
94 H -4.958 -0.324 -4.889
95 H -5.524 1.031 -3.906
96 H -7.752 -0.596 -2.370
97 H -6.636 0.611 -1.700
98 H -6.678 -1.019 -1.021
99 H -5.528 -4.821 -0.260
100 H -6.436 -3.745 0.815
101 H -5.386 -5.003 1.500
102 H -3.060 -4.652 -0.417
103 H -2.800 -4.683 1.338
104 H -2.187 -3.328 0.371
105 H -5.249 -1.948 2.093
106 H -3.497 -1.773 1.972
107 H -4.177 -3.162 2.834
108 H -5.262 1.740 1.946
109 H -5.799 2.265 0.344
110 H -4.601 3.227 1.234
111 H -2.956 0.812 2.262
112 H -2.221 2.261 1.543
113 H -1.862 0.654 0.879
114 H -4.226 2.038 -1.648
115 H -2.570 1.475 -1.394
116 H -3.066 3.059 -0.772

Results
**Orbital gap (spin up / spin down)**: 6.8108 / 7.4827 eV
**Net charge**: -1
**Energy relative to the best compared isomer or geometry (same formula, charge and spin)**: 0.0 kcal per mole
**Spin multiplicity**: 5
**E**: -5751.61593 hartree